Record 1
12 unconnected molecules or ions with the total composition H24O12, computed with the ωB97M-V functional and the def2-TZVPD basis.

Relative energy (zero: lowest compared OMol25 entry of this formula, charge and spin): 96.9 kcal/mol
DFT total energy: -24957.494 eV
SMILES: O.O.O.O.O.O.O.O.O.O.O.O
LUMO: -0.31 eV
HOMO energy: -9.334 eV

Each line ends with the Mulliken charge.
Cartesian coordinates (Å):
O -2.855 0.818 -0.158  -0.60
O 0.096 0.057 2.762  -0.55
O 1.075 3.512 2.561  -0.58
O 0.130 0.138 -0.175  -0.64
O 2.268 -0.647 -0.543  -0.67
O 0.559 -4.855 -0.368  -0.61
O 0.277 -1.792 -4.448  -0.59
O 1.090 0.783 -2.657  -0.67
O -0.624 2.179 -2.899  -0.65
O -3.881 -2.449 -1.691  -0.64
O 2.377 0.839 4.774  -0.58
O -1.278 2.470 1.826  -0.52
H -0.647 -1.836 -4.718  0.31
H -1.966 0.450 -0.106  0.33
H 2.145 -1.336 -1.206  0.33
H 0.804 -5.754 -0.123  0.32
H 0.158 1.019 2.773  0.38
H -0.406 2.269 -3.833  0.28
H 0.231 2.210 -2.455  0.41
H 1.772 0.711 -1.980  0.36
H 0.588 3.677 1.745  0.30
H -1.993 1.971 2.237  0.26
H 0.778 -0.229 3.381  0.16
H -0.327 -0.650 -0.491  0.35
H 2.337 -1.131 0.288  0.29
H -1.624 3.366 1.760  0.24
H -3.866 -1.526 -1.416  0.34
H 1.122 -4.300 0.184  0.30
H -3.375 0.257 0.430  0.30
H 0.715 -0.192 0.516  0.22
H 0.334 0.318 -2.279  0.37
H -3.048 -2.806 -1.363  0.31
H 0.711 -2.462 -4.988  0.29
H 2.156 0.053 4.261  0.28
H 1.408 4.380 2.814  0.28
H 2.757 0.489 5.587  0.32

***

Record 2
12 unconnected molecules or ions with the total composition H24O12, computed with the ωB97M-V functional and the def2-TZVPD basis.

Relative energy (zero: lowest compared OMol25 entry of this formula, charge and spin): 90.9 kcal/mol
DFT total energy: -24957.754 eV
SMILES: O.O.O.O.O.O.O.O.O.O.O.O
LUMO: -0.10 eV
HOMO energy: -10.058 eV

Each line ends with the Mulliken charge.
Cartesian coordinates (Å):
O -2.650 -3.104 -1.279  -0.58
O -0.056 3.396 3.306  -0.61
O 2.098 2.731 -1.172  -0.49
O -0.140 -4.291 -1.862  -0.64
O 4.727 0.297 -2.438  -0.63
O -0.114 -3.139 2.838  -0.62
O -0.168 -0.885 -0.820  -0.33
O 0.461 2.088 0.048  -0.62
O 2.783 0.644 1.089  -0.60
O -1.176 -0.207 -2.581  -0.59
O -2.745 2.770 1.313  -0.59
O -3.238 -0.094 1.898  -0.63
H -0.203 -2.215 2.578  0.29
H 0.397 -5.080 -1.998  0.30
H -0.529 4.117 3.737  0.30
H -1.724 -3.328 -1.131  0.33
H -0.752 2.871 2.896  0.32
H -3.295 2.002 1.123  0.31
H 5.382 -0.343 -2.135  0.32
H 2.755 0.782 0.135  0.25
H 1.893 0.871 1.384  0.35
H 0.428 -1.354 -0.226  0.23
H -3.100 3.114 2.140  0.30
H -2.532 -0.292 1.273  0.31
H 2.219 3.022 -2.083  0.24
H -3.247 -0.854 2.491  0.29
H -0.701 -0.337 -0.233  0.20
H -1.958 -0.024 -3.113  0.28
H 0.835 -3.257 2.962  0.32
H -2.690 -2.878 -2.215  0.28
H 0.909 1.727 -0.726  0.35
H 0.475 -3.651 -1.486  0.29
H -0.193 2.692 -0.320  0.24
H -0.924 -1.103 -2.835  0.27
H 2.807 3.170 -0.690  0.27
H 3.966 0.141 -1.869  0.31

***

Record 3
12 unconnected molecules or ions with the total composition H24O12, computed with the ωB97M-V functional and the def2-TZVPD basis.

Relative energy (zero: lowest compared OMol25 entry of this formula, charge and spin): 114.1 kcal/mol
DFT total energy: -24956.745 eV
SMILES: O.O.O.O.O.O.O.O.O.O.O.O
LUMO: 0.05 eV
HOMO energy: -10.125 eV

Each line ends with the Mulliken charge.
Cartesian coordinates (Å):
O 6.358 -46.671 -2.915  -0.80
O 5.785 -49.504 -5.609  -0.26
O 3.472 -48.203 -6.292  -0.61
O 7.147 -51.696 -6.901  -0.66
O 5.213 -45.993 -5.311  -0.55
O 7.727 -49.125 -8.344  -0.65
O 3.975 -51.813 -6.486  -0.54
O 7.935 -47.935 -4.717  -0.74
O 8.452 -46.890 -6.786  -0.65
O 3.798 -50.439 -3.067  -0.58
O 4.900 -48.646 -8.179  -0.77
O 2.020 -50.138 -7.284  -0.66
H 6.719 -51.012 -6.298  0.28
H 5.247 -45.153 -5.571  0.22
H 4.898 -49.026 -5.577  0.36
H 3.621 -47.132 -6.126  0.26
H 8.530 -48.456 -4.280  0.20
H 2.269 -49.211 -7.376  0.47
H 4.560 -50.662 -3.538  0.28
H 8.336 -47.479 -5.452  0.42
H 6.357 -48.819 -5.468  0.21
H 7.801 -47.416 -7.339  0.36
H 5.532 -46.160 -4.425  0.40
H 7.920 -49.228 -9.209  0.27
H 9.167 -47.076 -7.191  0.26
H 4.711 -52.050 -5.868  0.25
H 6.781 -48.889 -8.235  0.46
H 2.867 -50.272 -7.154  0.25
H 4.326 -48.484 -7.328  0.40
H 3.488 -51.184 -2.627  0.28
H 4.668 -47.740 -8.428  0.27
H 6.044 -47.481 -2.307  0.32
H 2.691 -48.235 -5.891  0.29
H 3.773 -52.583 -6.863  0.21
H 7.150 -46.925 -3.529  0.43
H 7.426 -51.232 -7.728  0.32